{
  "formula": "C7H14O2S2",
  "method": "wB97M-V/def2-TZVPD",
  "e_lumo_ha": 0.0260,
  "mol_weight_g_mol": 194.3,
  "e_homo_ha": -0.2650,
  "total_energy_ev": -33249.1897,
  "spin_multiplicity": 1,
  "symbols": ["C", "C", "C", "C", "C", "C", "C", "O", "O", "S", "S", "H", "H", "H", "H", "H", "H", "H", "H", "H", "H", "H", "H", "H", "H"],
  "xyz": [[-0.668, -1.671, 1.853], [-1.104, -0.814, 0.666], [0.461, -0.901, 2.506], [0.146, -0.392, -0.064], [-1.454, 1.736, -1.534], [2.218, -0.816, -1.850], [-0.321, 1.811, -0.574], [1.696, 1.181, 1.401], [-0.591, 2.262, 0.660], [0.504, -1.327, -1.521], [1.519, -0.269, 1.122], [-1.490, -1.841, 2.550], [-0.308, -2.639, 1.500], [-1.783, -1.346, 0.001], [-1.614, 0.079, 1.046], [0.107, -0.018, 3.037], [1.083, -1.503, 3.164], [-2.383, 1.569, -0.997], [-1.290, 0.930, -2.245], [-1.539, 2.671, -2.093], [2.894, -1.567, -1.449], [2.399, 0.146, -1.382], [2.341, -0.745, -2.926], [0.663, 2.030, -0.976], [0.248, 2.173, 1.174]],
  "forces_ev_per_angstrom": [[-0.16, -0.05, -0.06], [0.03, -0.10, -0.06], [0.38, -0.21, -0.29], [-0.22, 2.29, -0.52], [0.09, 0.09, 0.32], [-0.34, -0.35, 0.04], [0.67, -2.53, 0.83], [0.55, 1.20, 0.34], [-0.12, 0.36, -0.34], [0.06, -0.20, -0.12], [-1.15, -0.75, 0.06], [0.03, -0.07, 0.05], [-0.03, -0.04, 0.01], [-0.10, 0.00, 0.00], [-0.04, -0.01, -0.04], [0.07, 0.13, -0.07], [0.02, 0.03, 0.07], [-0.12, -0.03, 0.04], [0.10, -0.08, -0.08], [-0.01, 0.03, 0.01], [0.10, 0.15, -0.01], [0.11, 0.15, -0.09], [0.06, 0.06, -0.06], [0.04, 0.05, 0.09], [0.00, -0.11, -0.12]]
}

{
  "formula": "C20H20ClCoN2OSe2",
  "method": "wB97M-V/def2-TZVPD",
  "charge": 2,
  "e_lumo_ha": [-0.2439, -0.3229],
  "mol_weight_g_mol": 556.7,
  "e_homo_ha": [-0.5253, -0.5349],
  "total_energy_ev": -206920.8421,
  "spin_multiplicity": 5,
  "symbols": ["Co", "Cl", "C", "C", "C", "C", "O", "C", "C", "N", "C", "C", "C", "C", "C", "C", "C", "C", "N", "C", "C", "H", "H", "H", "H", "H", "H", "H", "H", "H", "H", "C", "Se", "C", "C", "Se", "C", "H", "H", "H", "H", "H", "H", "H", "H", "H", "H"],
  "xyz": [[0.213, 0.694, 0.417], [-6.337, -2.619, 0.842], [-4.990, -1.612, 0.829], [-5.156, -0.219, 1.039], [-4.069, 0.589, 1.024], [-2.746, 0.058, 0.791], [-1.771, 0.851, 0.758], [-2.596, -1.380, 0.601], [-1.302, -2.040, 0.437], [-0.180, -1.439, 0.411], [1.048, -2.159, 0.350], [1.199, -3.483, 0.033], [2.470, -4.091, 0.065], [3.574, -3.371, 0.425], [3.454, -1.999, 0.746], [4.553, -1.197, 1.133], [4.362, 0.122, 1.431], [3.070, 0.654, 1.322], [2.021, -0.062, 0.965], [2.191, -1.392, 0.688], [-3.713, -2.170, 0.622], [-6.150, 0.173, 1.212], [-4.153, 1.655, 1.190], [-1.350, -3.128, 0.388], [0.350, -4.089, -0.255], [2.562, -5.137, -0.192], [4.550, -3.839, 0.464], [5.538, -1.641, 1.191], [5.179, 0.760, 1.737], [2.888, 1.700, 1.535], [-3.628, -3.242, 0.488], [1.769, 4.185, 0.313], [0.076, 3.289, 0.636], [-0.686, 3.489, -1.145], [0.097, 2.833, -2.267], [0.272, 0.896, -2.136], [-1.537, 0.421, -2.664], [1.558, 5.185, -0.056], [2.392, 3.638, -0.388], [2.269, 4.262, 1.276], [-0.763, 4.563, -1.319], [-1.698, 3.096, -1.063], [1.115, 3.211, -2.333], [-0.379, 3.022, -3.229], [-1.672, 0.705, -3.704], [-2.269, 0.916, -2.032], [-1.625, -0.659, -2.573]],
  "forces_ev_per_angstrom": [[-0.15, 0.02, -0.06], [-0.10, -0.08, 0.00], [0.03, 0.09, 0.02], [0.00, -0.13, -0.01], [0.10, -0.04, -0.04], [0.03, -0.13, -0.01], [-0.12, 0.11, 0.08], [0.15, 0.09, -0.04], [-0.21, 0.02, 0.15], [0.32, 0.12, -0.23], [-0.15, 0.08, 0.06], [-0.03, -0.11, -0.06], [-0.03, 0.04, 0.01], [0.03, -0.01, -0.01], [0.12, -0.03, 0.02], [0.03, -0.07, -0.01], [-0.03, 0.05, 0.01], [0.00, 0.00, 0.04], [0.10, 0.02, -0.03], [-0.08, 0.14, 0.04], [-0.12, -0.02, 0.01], [0.00, -0.01, 0.00], [0.02, 0.00, -0.01], [-0.02, -0.01, 0.04], [0.01, 0.01, -0.01], [-0.01, 0.01, 0.00], [-0.01, 0.01, 0.00], [-0.01, 0.00, 0.00], [-0.01, 0.00, 0.00], [0.02, 0.00, 0.00], [-0.04, 0.01, 0.00], [0.06, -0.04, 0.03], [0.08, -0.11, 0.12], [-0.01, 0.02, -0.08], [-0.02, 0.03, 0.01], [0.05, -0.13, 0.00], [-0.02, -0.01, 0.01], [-0.01, 0.00, 0.00], [0.01, 0.00, 0.00], [0.01, 0.02, -0.01], [-0.02, 0.00, -0.03], [-0.01, -0.01, -0.02], [0.01, 0.03, 0.00], [0.00, 0.05, -0.01], [0.00, 0.00, 0.00], [0.01, -0.01, 0.00], [0.00, 0.00, 0.01]]
}

{
  "formula": "C5H11N3O",
  "method": "wB97M-V/def2-TZVPD",
  "e_lumo_ha": -0.0332,
  "mol_weight_g_mol": 129.2,
  "e_homo_ha": -0.3230,
  "total_energy_ev": -11866.6570,
  "spin_multiplicity": 1,
  "symbols": ["C", "C", "C", "C", "C", "H", "H", "H", "H", "H", "H", "H", "H", "H", "H", "H", "N", "N", "N", "O"],
  "xyz": [[0.655, -1.872, 0.869], [1.270, -1.173, -0.298], [2.272, -0.024, -0.340], [0.933, 0.225, -0.739], [-1.049, 0.540, 0.654], [-0.275, -2.308, 0.568], [0.547, -1.178, 1.752], [1.399, -2.585, 0.919], [1.496, -1.916, -1.017], [2.608, 0.451, 0.484], [3.273, -0.502, -0.920], [0.173, 0.237, -1.779], [-1.032, 2.985, -0.870], [1.368, 3.213, -0.256], [-1.434, 1.049, 1.738], [-2.764, -1.393, -1.198], [0.237, 0.972, 0.537], [0.063, 2.414, 0.218], [-1.370, -0.283, -0.474], [-2.794, -0.744, -0.283]],
  "forces_ev_per_angstrom": [[-0.15, 2.52, 0.44], [-0.45, 1.95, 0.73], [4.70, -4.21, -2.99], [-5.06, -0.25, -1.75], [-2.04, -2.28, -2.23], [-0.58, -0.26, 0.14], [0.20, -1.23, -0.71], [1.15, -2.20, 1.71], [0.06, -0.12, -1.29], [0.80, 1.43, 2.75], [-2.97, 2.23, 0.70], [3.14, 0.97, 2.94], [3.03, -2.34, 2.24], [-3.87, -3.14, 1.26], [-0.31, -1.95, -3.48], [-0.69, 2.62, 4.03], [2.53, 1.81, -5.70], [1.19, 3.57, -1.14], [-3.20, 3.30, 7.01], [2.51, -2.43, -4.67]]
}

{
  "formula": "C4H5NO",
  "method": "wB97M-V/def2-TZVPD",
  "e_lumo_ha": -0.0080,
  "mol_weight_g_mol": 83.1,
  "e_homo_ha": -0.3193,
  "total_energy_ev": -7762.8498,
  "spin_multiplicity": 1,
  "symbols": ["C", "C", "C", "O", "H", "H", "C", "N", "H", "H", "H"],
  "xyz": [[1.476, 0.920, 0.077], [1.211, 0.185, 1.145], [0.470, -0.886, 1.408], [0.023, -1.829, 1.928], [1.040, 0.705, -0.907], [2.122, 1.794, 0.105], [-1.189, 0.346, -0.986], [-1.202, -0.630, -0.182], [-1.146, 0.250, -2.070], [-1.200, 1.354, -0.567], [-1.131, -1.540, -0.639]],
  "forces_ev_per_angstrom": [[0.00, -0.05, 0.09], [0.08, 0.05, -0.15], [0.13, -0.71, 0.76], [0.51, 0.76, -0.33], [0.18, 0.00, 0.17], [0.01, -0.12, 0.12], [-0.19, -0.18, 0.11], [-0.38, 0.23, -0.39], [0.01, 0.02, -0.11], [-0.15, -0.09, -0.13], [-0.18, 0.08, -0.14]]
}

Number 4 is which compound?
C4H5NO